{
  "formula": "C23H32As2F6NO10S3Ti",
  "method": "ωB97M-V/def2-TZVPD",
  "total_charge": -1,
  "multiplicity": 1,
  "lumo_ev": 1.771,
  "e_above_lowest_ev": 1.423,
  "elements": ["Ti", "C", "C", "C", "C", "C", "C", "C", "C", "C", "C", "C", "C", "H", "H", "H", "H", "H", "H", "H", "H", "H", "H", "H", "H", "H", "H", "H", "H", "H", "H", "F", "C", "F", "F", "S", "O", "O", "N", "S", "O", "O", "C", "F", "F", "F", "O", "As", "O", "O", "C", "C", "C", "C", "C", "C", "S", "O", "O", "O", "H", "H", "H", "H", "H", "C", "As", "C", "C", "H", "H", "H", "H", "H", "H", "H", "H", "H"],
  "coordinates": [[-0.178, 1.322, 0.236], [2.686, -2.965, 0.188], [1.190, -2.760, 0.173], [0.558, -2.691, -1.080], [1.423, -2.783, -2.316], [-0.824, -2.561, -1.161], [-1.525, -2.473, -2.499], [-1.600, -2.548, 0.012], [-3.104, -2.621, -0.116], [-0.965, -2.503, 1.249], [-1.732, -2.331, 2.537], [0.435, -2.611, 1.332], [1.050, -2.576, 2.710], [3.207, -2.100, -0.234], [2.959, -3.828, -0.422], [3.079, -3.142, 1.184], [2.211, -2.025, -2.313], [0.854, -2.672, -3.235], [1.931, -3.750, -2.364], [-1.690, -3.461, -2.941], [-0.948, -1.891, -3.214], [-2.491, -1.982, -2.403], [-3.541, -1.656, -0.383], [-3.577, -2.949, 0.805], [-3.383, -3.336, -0.892], [-1.512, -3.132, 3.247], [-2.807, -2.290, 2.391], [-1.454, -1.388, 3.012], [0.722, -1.679, 3.240], [2.135, -2.568, 2.694], [0.730, -3.432, 3.311], [-1.327, 5.358, 0.212], [-1.476, 5.051, 1.499], [-2.671, 5.451, 1.910], [-0.531, 5.699, 2.188], [-1.256, 3.248, 1.788], [0.111, 3.121, 1.039], [-1.119, 3.110, 3.205], [-2.409, 2.602, 0.947], [-2.861, 0.929, 1.457], [-3.367, 1.036, 2.813], [-0.966, 0.610, 1.641], [-4.740, 1.093, 0.504], [-5.398, 2.272, 0.317], [-4.676, 0.527, -0.749], [-5.620, 0.308, 1.187], [2.340, 2.560, -1.164], [2.051, 0.914, -1.703], [3.547, 0.352, -1.929], [1.172, 0.211, -0.365], [0.976, 0.771, -3.317], [1.716, 0.390, -4.420], [1.079, 0.212, -5.652], [-0.282, 0.411, -5.771], [-1.037, 0.795, -4.659], [-0.408, 0.951, -3.444], [-1.395, 1.583, -2.095], [-2.604, 2.107, -2.609], [-1.526, 0.523, -1.047], [-0.439, 2.559, -1.448], [1.558, 3.133, -1.209], [2.783, 0.248, -4.302], [1.663, -0.068, -6.519], [-0.770, 0.284, -6.729], [-2.100, 0.982, -4.728], [1.923, 0.844, 4.477], [1.899, 1.151, 2.556], [2.667, 2.956, 2.652], [3.621, 0.330, 2.124], [2.823, 1.293, 4.898], [1.906, -0.223, 4.696], [1.038, 1.302, 4.919], [3.558, 2.942, 3.281], [1.935, 3.655, 3.056], [2.935, 3.278, 1.645], [4.409, 0.775, 2.733], [3.843, 0.492, 1.067], [3.590, -0.746, 2.296]]
}

***

{
  "formula": "C23H32F3O4",
  "method": "ωB97M-V/def2-TZVPD",
  "total_charge": -1,
  "multiplicity": 1,
  "lumo_ev": 2.486,
  "elements": ["C", "C", "O", "C", "O", "C", "C", "C", "C", "O", "C", "C", "C", "C", "C", "C", "C", "C", "C", "O", "C", "C", "C", "C", "C", "C", "C", "F", "F", "F", "H", "H", "H", "H", "H", "H", "H", "H", "H", "H", "H", "H", "H", "H", "H", "H", "H", "H", "H", "H", "H", "H", "H", "H", "H", "H", "H", "H", "H", "H", "H", "H"],
  "coordinates": [[-3.813, 1.606, -4.264], [-2.651, 2.300, -3.608], [-1.739, 1.232, -3.213], [-0.768, 1.582, -2.352], [-0.894, 2.466, -1.525], [0.532, 0.792, -2.587], [0.125, -0.462, -3.334], [1.388, 1.832, -3.442], [1.916, 1.413, -4.777], [1.599, 2.931, -2.975], [1.258, 0.590, -1.308], [0.528, -0.054, -0.109], [-0.131, 0.822, 0.770], [-0.375, 0.499, 2.087], [-0.888, 1.492, 3.131], [-2.350, 1.169, 3.455], [-0.783, 2.936, 2.649], [-0.069, 1.378, 4.423], [-0.239, -0.913, 2.459], [-0.822, -1.359, 3.481], [0.508, -1.814, 1.567], [0.915, -3.192, 2.093], [1.649, -3.057, 3.434], [1.854, -3.927, 1.140], [-0.339, -4.040, 2.326], [0.731, -1.391, 0.273], [2.628, -0.070, -1.487], [3.471, 0.630, -2.304], [3.285, -0.206, -0.290], [2.522, -1.331, -2.024], [-4.543, 2.344, -4.596], [-3.487, 1.030, -5.139], [-4.312, 0.928, -3.563], [-2.112, 2.937, -4.316], [-2.946, 2.889, -2.737], [-0.565, -1.046, -2.703], [-0.407, -0.182, -4.256], [0.997, -1.074, -3.598], [1.474, 0.504, -5.183], [1.771, 2.234, -5.489], [2.997, 1.254, -4.696], [1.492, 1.600, -0.949], [-0.381, 1.798, 0.366], [-2.413, 0.154, 3.857], [-2.745, 1.872, 4.197], [-2.962, 1.231, 2.548], [0.266, 3.196, 2.456], [-1.373, 3.111, 1.742], [-1.156, 3.610, 3.431], [0.988, 1.584, 4.218], [-0.438, 2.102, 5.158], [-0.157, 0.375, 4.846], [1.001, -2.577, 4.170], [1.917, -4.056, 3.798], [2.560, -2.462, 3.305], [1.397, -4.118, 0.163], [2.791, -3.369, 1.008], [2.111, -4.901, 1.577], [-0.894, -4.177, 1.391], [-0.059, -5.022, 2.722], [-0.980, -3.534, 3.054], [1.117, -2.090, -0.474]]
}

***

{
  "formula": "C23H32FO13Pb",
  "method": "ωB97M-V/def2-TZVPD",
  "total_charge": 1,
  "multiplicity": 1,
  "lumo_ev": -8.482,
  "elements": ["Pb", "C", "O", "H", "H", "H", "C", "C", "C", "O", "C", "O", "O", "H", "H", "H", "H", "H", "H", "C", "C", "C", "O", "C", "O", "O", "H", "H", "H", "H", "H", "H", "C", "C", "C", "O", "C", "O", "O", "H", "H", "H", "H", "H", "H", "C", "C", "C", "O", "C", "O", "O", "H", "H", "H", "H", "H", "H", "F", "C", "C", "C", "C", "C", "C", "H", "H", "H", "H", "H"],
  "coordinates": [[1.905, -0.485, -7.549], [1.156, 0.136, -0.667], [1.374, -0.223, -2.006], [1.293, 1.188, -0.415], [0.137, -0.134, -0.391], [1.808, -0.374, 0.042], [-7.339, -2.857, -3.789], [-7.091, -3.827, -2.577], [-5.565, -3.918, -2.150], [-5.645, -3.664, -0.771], [-6.855, -3.341, -0.405], [-7.232, -3.141, 0.723], [-7.673, -3.277, -1.464], [-6.982, -3.401, -4.663], [-6.708, -1.972, -3.707], [-8.388, -2.586, -3.904], [-7.443, -4.832, -2.812], [-5.040, -3.090, -2.626], [-4.987, -4.825, -2.326], [2.420, -4.156, 5.571], [1.892, -5.403, 4.814], [2.265, -6.690, 5.531], [0.996, -7.299, 5.783], [0.038, -6.567, 5.340], [-1.132, -6.870, 5.442], [0.497, -5.432, 4.988], [2.435, -4.434, 6.625], [1.769, -3.297, 5.407], [3.470, -3.944, 5.369], [2.224, -5.506, 3.782], [2.916, -6.507, 6.385], [2.996, -7.185, 4.891], [9.693, -2.578, -0.983], [8.467, -2.832, -0.102], [7.464, -3.950, -0.487], [7.697, -4.933, 0.493], [8.481, -4.441, 1.452], [8.721, -5.038, 2.488], [9.050, -3.327, 1.092], [10.010, -3.486, -1.496], [10.491, -2.261, -0.313], [9.423, -1.875, -1.771], [7.933, -1.888, 0.009], [7.684, -4.285, -1.501], [6.457, -3.561, -0.341], [1.165, 7.408, -1.139], [2.188, 8.214, -0.298], [3.449, 7.481, 0.135], [4.428, 8.468, -0.076], [4.007, 9.490, -0.955], [4.646, 10.395, -1.469], [2.660, 9.383, -1.013], [0.855, 6.506, -0.613], [1.466, 7.273, -2.178], [0.253, 8.004, -1.089], [1.717, 8.561, 0.621], [3.636, 6.490, -0.280], [3.431, 7.347, 1.216], [-9.901, 5.249, -0.648], [-8.618, 5.120, -1.132], [-8.008, 3.895, -0.848], [-6.772, 3.622, -1.285], [-6.165, 4.477, -2.133], [-6.751, 5.705, -2.502], [-8.007, 6.030, -2.038], [-8.467, 3.083, -0.303], [-6.372, 2.676, -0.950], [-5.204, 4.170, -2.517], [-6.232, 6.375, -3.172], [-8.486, 6.948, -2.344]]
}

***

{
  "formula": "C23H32IrN8O5",
  "method": "ωB97M-V/def2-TZVPD",
  "total_charge": -1,
  "multiplicity": 1,
  "lumo_ev": 2.206,
  "e_above_lowest_ev": 0.385,
  "elements": ["Ir", "O", "C", "O", "C", "C", "C", "N", "C", "C", "C", "O", "O", "H", "H", "H", "C", "N", "C", "C", "C", "N", "C", "O", "N", "H", "H", "H", "H", "H", "H", "H", "C", "N", "C", "N", "C", "N", "C", "N", "C", "C", "H", "H", "H", "H", "H", "H", "H", "H", "H", "H", "H", "H", "C", "C", "C", "C", "C", "H", "H", "H", "H", "H", "H", "H", "H", "H", "H"],
  "coordinates": [[0.446, 0.423, 0.277], [-4.230, 3.157, -3.907], [-3.026, 3.183, -4.210], [-2.408, 3.919, -5.000], [-2.128, 2.255, -3.359], [-0.743, 2.358, -3.412], [0.038, 1.626, -2.544], [-0.468, 0.792, -1.619], [-1.811, 0.626, -1.621], [-2.650, 1.327, -2.470], [-2.363, -0.282, -0.543], [-3.503, -0.713, -0.602], [-1.502, -0.514, 0.376], [-0.306, 3.049, -4.120], [1.110, 1.721, -2.544], [-3.720, 1.188, -2.399], [-0.470, 2.912, 5.507], [-0.763, 3.013, 4.086], [-1.760, 3.822, 3.647], [-2.059, 3.922, 2.339], [-1.269, 3.123, 1.448], [-0.350, 2.265, 1.866], [-0.051, 2.185, 3.193], [0.797, 1.437, 3.661], [-1.452, 3.278, 0.131], [-0.624, 3.886, 5.969], [0.562, 2.602, 5.627], [-1.112, 2.172, 5.988], [-2.284, 4.385, 4.408], [-2.835, 4.577, 1.976], [-2.257, 3.754, -0.234], [-0.952, 2.659, -0.490], [2.206, -1.180, 2.132], [0.874, -1.298, 1.483], [0.874, -2.512, 0.628], [1.185, -3.713, 1.398], [2.496, -3.530, 2.018], [2.541, -2.369, 2.908], [1.520, -2.553, 3.940], [0.186, -2.708, 3.365], [-0.125, -1.516, 2.584], [0.193, -3.858, 2.465], [2.191, -0.294, 2.762], [2.951, -1.055, 1.342], [1.629, -2.372, -0.146], [-0.111, -2.589, 0.168], [3.245, -3.404, 1.233], [2.743, -4.425, 2.596], [1.523, -1.682, 4.599], [1.764, -3.444, 4.525], [-0.085, -0.640, 3.226], [-1.106, -1.606, 2.128], [-0.797, -3.961, 2.016], [0.421, -4.760, 3.039], [3.615, -0.044, -1.162], [3.431, 1.231, -0.337], [3.649, 2.441, -1.263], [4.483, 1.298, 0.781], [2.060, 1.351, 0.337], [4.493, 0.052, -1.806], [2.738, -0.225, -1.785], [3.771, -0.926, -0.534], [4.714, 2.536, -1.498], [3.320, 3.376, -0.805], [3.126, 2.319, -2.207], [5.488, 1.173, 0.369], [4.320, 0.513, 1.523], [4.445, 2.258, 1.300], [2.097, 2.234, 1.002]]
}

***

{
  "formula": "C23H32N4O4",
  "method": "ωB97M-V/def2-TZVPD",
  "total_charge": 0,
  "multiplicity": 1,
  "lumo_ev": 0.553,
  "e_above_lowest_ev": 2.454,
  "elements": ["C", "C", "C", "C", "O", "N", "C", "C", "C", "C", "O", "C", "C", "C", "N", "N", "C", "C", "O", "N", "C", "C", "C", "O", "C", "C", "C", "C", "C", "C", "C", "H", "H", "H", "H", "H", "H", "H", "H", "H", "H", "H", "H", "H", "H", "H", "H", "H", "H", "H", "H", "H", "H", "H", "H", "H", "H", "H", "H", "H", "H", "H", "H"],
  "coordinates": [[-0.188, -2.231, -1.137], [-0.868, -1.313, -0.191], [-1.138, -1.508, 1.150], [-0.771, -2.681, 1.950], [-0.163, -3.612, 1.433], [-1.105, -2.715, 3.258], [-1.848, -1.741, 4.032], [-1.855, -2.313, 5.451], [-1.764, -3.819, 5.218], [-0.805, -3.904, 4.038], [-1.801, -0.425, 1.663], [-1.956, 0.452, 0.664], [-1.398, -0.034, -0.495], [-1.443, 0.809, -1.658], [-0.761, 0.726, -2.790], [-1.112, 1.798, -3.508], [-0.480, 2.055, -4.769], [1.031, 2.375, -4.625], [1.556, 3.254, -5.274], [1.647, 1.561, -3.764], [3.043, 1.671, -3.403], [3.560, 0.343, -2.859], [2.991, 0.036, -1.471], [3.511, 0.988, -0.563], [2.743, 1.270, 0.594], [2.388, 0.023, 1.405], [1.492, 2.095, 0.275], [-2.004, 2.573, -2.848], [-2.249, 1.970, -1.638], [-3.162, 2.289, -0.499], [-2.570, 1.800, 0.836], [-0.103, -1.757, -2.112], [0.797, -2.502, -0.763], [-0.753, -3.157, -1.226], [-1.373, -0.758, 3.989], [-2.868, -1.645, 3.642], [-2.745, -2.021, 6.005], [-0.976, -1.969, 5.997], [-1.400, -4.360, 6.088], [-2.741, -4.217, 4.939], [-0.939, -4.791, 3.416], [0.239, -3.877, 4.370], [-0.569, 1.170, -5.408], [-0.967, 2.900, -5.257], [1.069, 0.905, -3.243], [3.180, 2.443, -2.638], [3.595, 1.974, -4.296], [4.645, 0.400, -2.775], [3.302, -0.468, -3.542], [3.296, -0.977, -1.168], [1.897, 0.068, -1.493], [3.427, 1.893, 1.185], [1.651, -0.587, 0.889], [3.278, -0.577, 1.579], [1.975, 0.320, 2.366], [1.044, 2.447, 1.200], [0.754, 1.503, -0.260], [1.759, 2.956, -0.334], [-2.387, 3.475, -3.280], [-4.120, 1.785, -0.670], [-3.356, 3.361, -0.448], [-1.791, 2.498, 1.166], [-3.339, 1.773, 1.609]]
}

***

{
  "formula": "C23H32N6ORu",
  "method": "ωB97M-V/def2-TZVPD",
  "total_charge": 2,
  "multiplicity": 1,
  "lumo_ev": -7.336,
  "e_above_lowest_ev": 0.045,
  "elements": ["Ru", "O", "C", "C", "C", "C", "C", "C", "N", "H", "H", "H", "H", "H", "H", "H", "H", "H", "H", "H", "N", "C", "C", "C", "C", "C", "C", "H", "H", "H", "H", "H", "N", "C", "C", "C", "C", "C", "N", "H", "H", "H", "H", "H", "H", "N", "C", "N", "C", "C", "C", "C", "C", "H", "H", "H", "H", "H", "H", "H", "H", "H", "H"],
  "coordinates": [[-0.094, -0.824, -0.812], [-1.207, -0.315, 0.899], [-2.445, -0.297, 1.047], [-3.040, 0.227, 2.315], [-4.020, 1.363, 1.928], [-3.616, 2.182, 0.681], [-4.062, 1.603, -0.676], [-3.309, 0.345, -1.098], [-3.307, -0.612, 0.043], [-2.227, 0.584, 2.943], [-3.556, -0.568, 2.858], [-4.106, 2.028, 2.786], [-5.020, 0.952, 1.771], [-2.531, 2.347, 0.677], [-4.061, 3.171, 0.775], [-3.938, 2.358, -1.455], [-5.133, 1.384, -0.633], [-2.265, 0.566, -1.325], [-3.747, -0.139, -1.968], [-4.252, -0.695, 0.402], [-0.779, -2.335, -0.773], [-1.174, -3.521, -0.238], [-0.617, -3.948, 0.981], [-1.026, -5.155, 1.505], [-1.964, -5.925, 0.819], [-2.508, -5.498, -0.391], [-2.123, -4.290, -0.931], [0.115, -3.325, 1.477], [-0.616, -5.508, 2.441], [-2.275, -6.875, 1.233], [-3.233, -6.113, -0.906], [-2.531, -3.926, -1.865], [1.765, -3.098, -2.383], [1.854, -1.885, -2.962], [2.730, -1.691, -4.053], [2.825, -0.464, -4.640], [2.040, 0.598, -4.159], [1.221, 0.352, -3.101], [1.124, -0.860, -2.488], [2.303, -3.863, -2.748], [1.121, -3.285, -1.639], [3.317, -2.528, -4.402], [3.499, -0.312, -5.472], [2.064, 1.576, -4.614], [0.578, 1.131, -2.708], [1.191, 0.614, -0.036], [1.970, 1.345, 0.421], [2.832, 2.151, 0.929], [3.059, 3.504, 0.366], [2.950, 4.539, 1.473], [3.877, 4.192, 2.636], [3.572, 2.797, 3.178], [3.680, 1.752, 2.080], [2.334, 3.670, -0.429], [4.060, 3.508, -0.073], [1.915, 4.587, 1.821], [3.197, 5.517, 1.057], [3.770, 4.931, 3.430], [4.918, 4.237, 2.302], [2.565, 2.772, 3.602], [4.266, 2.531, 3.976], [3.360, 0.766, 2.413], [4.707, 1.676, 1.712]]
}

***

{
  "formula": "C23H32NOP2PtS",
  "method": "ωB97M-V/def2-TZVPD",
  "total_charge": 1,
  "multiplicity": 1,
  "lumo_ev": -2.309,
  "e_above_lowest_ev": 0.000,
  "elements": ["Pt", "S", "C", "C", "C", "C", "C", "C", "N", "C", "C", "C", "C", "C", "C", "C", "H", "H", "H", "H", "H", "H", "H", "H", "C", "P", "C", "C", "C", "P", "C", "C", "H", "H", "H", "H", "H", "H", "H", "H", "H", "H", "H", "H", "H", "H", "H", "H", "C", "C", "C", "O", "C", "H", "H", "H", "H", "H", "H", "H", "H"],
  "coordinates": [[-0.658, -0.710, 0.332], [3.789, 1.596, 0.172], [2.851, 2.895, -0.486], [3.252, 4.179, -0.844], [2.295, 5.038, -1.347], [0.963, 4.631, -1.493], [0.569, 3.358, -1.139], [1.524, 2.477, -0.628], [1.280, 1.175, -0.228], [2.355, 0.601, 0.214], [2.385, -0.786, 0.718], [3.609, -1.366, 1.054], [3.674, -2.677, 1.492], [2.504, -3.415, 1.595], [1.283, -2.833, 1.276], [1.186, -1.514, 0.832], [4.279, 4.498, -0.732], [2.579, 6.042, -1.632], [0.237, 5.327, -1.892], [-0.456, 3.028, -1.251], [4.525, -0.794, 0.963], [4.627, -3.120, 1.748], [2.540, -4.443, 1.933], [0.383, -3.428, 1.384], [-0.526, -1.198, 3.765], [-0.911, -0.072, 2.410], [0.049, 1.420, 2.772], [-2.656, 0.429, 2.665], [-3.152, 1.175, 1.427], [-2.758, 0.166, -0.053], [-4.127, -1.029, -0.110], [-3.084, 1.243, -1.480], [-0.752, -0.720, 4.718], [0.531, -1.460, 3.728], [-1.111, -2.113, 3.666], [-0.234, 1.819, 3.748], [-0.118, 2.171, 2.000], [1.111, 1.175, 2.777], [-2.746, 1.034, 3.568], [-3.236, -0.483, 2.824], [-2.623, 2.126, 1.319], [-4.219, 1.394, 1.490], [-5.080, -0.500, -0.161], [-4.110, -1.662, 0.777], [-4.033, -1.673, -0.983], [-3.940, 1.890, -1.287], [-3.300, 0.634, -2.358], [-2.207, 1.851, -1.694], [-0.079, -3.051, -3.332], [0.693, -1.806, -3.772], [0.897, -1.086, -2.458], [-0.372, -1.268, -1.777], [-0.953, -2.539, -2.189], [0.608, -3.815, -2.969], [-0.676, -3.484, -4.132], [0.095, -1.194, -4.448], [1.636, -2.042, -4.260], [1.064, -0.015, -2.537], [1.690, -1.541, -1.860], [-1.976, -2.326, -2.504], [-0.970, -3.210, -1.331]]
}

***

Table of Kohn-Sham gap (eV), in record order: 6.781 5.400 2.037 6.276 8.714 6.778 8.489
Table of highest occupied orbital energy (eV), in record order: -5.01 -2.91 -10.52 -4.07 -8.16 -14.11 -10.80
Table of energy (eV), in record order: -239942.2120 -40714.7456 -58935.7237 -49369.5608 -38521.4923 -37926.1075 -60565.1810